Entry 1:
# C48H46CaF2N4OP2Se

A structure of composition C48H46CaF2N4OP2Se (ωB97M-V/def2-TZVPD, the OMol25 dataset).

Properties
- Calculated total energy: -6112.516950 hartree
- Energy relative to the best compared isomer or geometry (same formula, charge and spin): 1.241 eV

ORCA input file:
```
! wB97M-V def2-TZVPD RIJCOSX def2/J DEFGRID3
* xyz 0 1
Ca 0.65 -0.42 1.01
C -0.56 1.74 3.06
P -2.02 0.98 2.15
C -2.85 -0.18 3.31
C -4.12 -0.64 2.97
C -4.73 -1.64 3.71
C -4.07 -2.20 4.80
C -2.80 -1.76 5.13
C -2.19 -0.75 4.39
C -3.10 2.45 2.18
C -3.21 3.19 1.01
C -3.96 4.36 0.98
C -4.61 4.78 2.13
C -4.50 4.05 3.31
C -3.74 2.89 3.33
C 0.18 2.50 1.97
C 0.59 3.80 1.79
C 1.09 3.89 0.46
C 0.95 2.63 -0.09
C 1.17 2.07 -1.47
P -0.45 1.28 -1.96
C -0.06 0.18 -3.38
C 0.56 -1.04 -3.09
C 0.70 -2.03 -4.04
C 0.24 -1.82 -5.33
C -0.36 -0.61 -5.65
C -0.52 0.37 -4.68
C -1.37 2.63 -2.77
C -0.78 3.72 -3.42
C -1.57 4.69 -4.03
C -2.95 4.59 -3.99
C -3.55 3.51 -3.35
C -2.76 2.55 -2.74
N 0.38 1.79 0.82
H 0.07 0.97 3.52
H -0.91 2.41 3.85
H -4.64 -0.21 2.12
H -5.72 -1.98 3.45
H -4.54 -2.99 5.37
H -2.27 -2.20 5.97
H -1.20 -0.42 4.67
H -2.68 2.87 0.12
H -4.03 4.93 0.07
H -5.21 5.69 2.11
H -5.01 4.39 4.20
H -3.66 2.32 4.25
H 0.53 4.61 2.51
H 1.49 4.77 -0.02
H 1.94 1.29 -1.49
H 1.48 2.84 -2.18
H 0.93 -1.23 -2.09
H 1.15 -2.98 -3.77
H 0.33 -2.60 -6.08
H -0.72 -0.43 -6.66
H -1.02 1.30 -4.95
H 0.29 3.81 -3.47
H -1.10 5.53 -4.53
H -3.57 5.35 -4.45
H -4.63 3.43 -3.31
H -3.22 1.72 -2.22
F -0.42 -4.73 4.74
C 0.47 -3.83 4.24
C 0.19 -3.18 3.05
C 1.07 -2.24 2.51
C 2.27 -2.01 3.23
C 2.50 -2.67 4.43
F 3.60 -2.41 5.17
C 1.61 -3.59 4.96
C 3.27 -1.03 2.70
C 4.65 -1.17 2.90
C 5.51 -0.20 2.41
C 4.99 0.90 1.74
C 3.63 0.96 1.55
N 2.79 0.02 2.00
H -0.76 -3.41 2.57
H 1.81 -4.08 5.91
H 5.03 -2.03 3.41
H 6.57 -0.31 2.55
H 5.63 1.68 1.35
H 3.16 1.78 1.02
C 4.05 -4.31 -1.35
N 3.99 -3.52 -2.57
C 3.95 -4.03 -3.85
C 3.87 -2.98 -4.69
N 3.86 -1.84 -3.92
C 3.75 -0.49 -4.44
C 3.93 -2.16 -2.60
Se 3.96 -1.01 -1.15
H 4.69 -5.17 -1.52
H 3.06 -4.63 -1.05
H 4.47 -3.68 -0.56
H 3.98 -5.09 -4.04
H 3.81 -2.94 -5.76
H 4.43 -0.38 -5.29
H 4.03 0.20 -3.65
H 2.72 -0.29 -4.76
C -2.80 -2.44 -1.43
C -1.80 -2.66 -0.32
O -1.08 -1.45 -0.03
H -3.27 -3.38 -1.71
H -2.31 -2.02 -2.31
H -3.59 -1.75 -1.12
H -1.05 -3.39 -0.60
H -2.29 -3.01 0.60
H -1.71 -0.72 0.13
*
```

These are the Mulliken partial charges, in e, on atoms 1 to 4: number 1, Ca, carries 1.085; number 2, C, carries -1.234; number 3, P, carries 0.745; number 4, C, carries 0.443

Entry 2:
# C25H45N8O9

A cluster of 8 separate species, C25H45N8O9 in total (ωB97M-V/def2-TZVPD, the OMol25 dataset).

Properties
- Calculated total energy: -2093.565791 hartree
- Energy relative to the best compared isomer or geometry (same formula, charge and spin): 0.276 eV

ORCA input file:
```
! wB97M-V def2-TZVPD RIJCOSX def2/J DEFGRID3
* xyz 1 1
C 1.98 -1.30 -1.66
C 1.20 -1.74 -0.40
C 1.90 -1.09 0.74
C 1.05 -1.09 1.87
C -0.30 -0.26 1.63
C -1.10 -0.87 0.47
N -0.17 -1.28 -0.61
O -0.71 -1.27 -1.73
C -1.99 0.26 0.04
C -1.80 -2.12 1.03
C 1.14 -3.26 -0.41
H 2.12 -0.19 -1.72
H 1.63 -1.61 -2.70
H 3.04 -1.70 -1.63
H 2.12 -0.06 0.39
H 2.82 -1.45 0.82
H 1.27 -0.54 2.77
H 0.83 -2.08 2.21
H -0.08 0.90 1.41
H -0.93 -0.37 2.45
H -2.62 0.77 0.91
H -2.71 0.05 -0.69
H -1.54 1.01 -0.60
H -2.75 -1.70 1.43
H -1.08 -2.76 1.50
H -2.31 -2.90 0.24
H 1.03 -3.76 0.41
H 2.13 -3.58 -0.80
H 0.45 -3.69 -1.12
N -5.23 -3.49 -0.43
C -5.27 -2.71 0.63
C -5.42 -1.26 0.14
C -5.63 -1.41 -1.41
C -5.44 -2.86 -1.65
H -5.10 -4.52 -0.29
H -5.32 -3.15 1.62
H -5.60 -0.48 0.76
H -5.83 -0.55 -2.31
H -5.54 -3.48 -2.59
N -0.19 4.75 2.85
C -0.88 3.47 2.75
C -1.37 3.34 4.15
C -1.02 4.56 5.01
C -0.18 5.35 4.08
H 0.30 5.23 2.16
H -0.79 2.84 1.92
H -1.99 2.61 4.40
H -1.15 4.85 6.08
H 0.36 6.25 4.27
N 1.81 2.93 4.28
C 2.41 2.54 3.12
C 3.63 1.62 3.66
C 3.58 1.70 5.11
C 2.26 2.53 5.36
H 1.13 3.49 4.05
H 2.10 2.78 2.15
H 4.43 1.17 2.96
H 4.25 0.96 5.88
H 1.70 2.97 6.20
C 1.69 3.15 -3.59
N 0.89 2.94 -2.53
O 0.09 1.97 -2.48
O 0.96 3.63 -1.49
H 1.31 2.69 -4.32
H 2.61 2.91 -3.49
H 1.56 4.19 -3.53
C -1.61 -0.15 -4.88
N -1.74 1.29 -5.37
O -2.83 1.90 -5.11
O -0.79 1.90 -5.30
H -0.70 -0.33 -4.98
H -2.34 -0.66 -5.53
H -1.84 -0.03 -3.97
C -1.39 -5.41 -3.33
N -1.80 -6.21 -2.09
O -1.43 -5.92 -1.00
O -2.43 -7.22 -2.39
H -1.96 -4.53 -3.11
H -1.57 -5.93 -4.14
H -0.28 -5.43 -3.21
C 6.61 1.13 -0.59
N 5.59 1.95 -1.10
O 4.47 1.49 -1.39
O 5.88 3.15 -1.14
H 6.62 1.62 0.45
H 7.47 1.34 -1.11
H 6.33 0.18 -0.45
*
```

These are the Mulliken partial charges, in e, on atoms 1 to 4: number 1, C, carries -1.493; number 2, C, carries 1.625; number 3, C, carries -1.714; number 4, C, carries -1.158

Entry 3:
# CH4NO3P

A cluster of 2 separate species, CH4NO3P in total (ωB97M-V/def2-TZVPD, the OMol25 dataset).

Properties
- Calculated total energy: -662.337852 hartree
- Energy relative to the best compared isomer or geometry (same formula, charge and spin): 1.687 eV

ORCA input file:
```
! wB97M-V def2-TZVPD RIJCOSX def2/J DEFGRID3
* xyz 0 1
C 0.75 -1.21 -0.29
N 0.27 -0.95 -1.45
O -1.13 0.47 2.43
O 0.36 1.84 0.86
O -1.82 0.88 -0.08
P -0.92 0.90 1.06
H 1.46 -2.05 -0.28
H 0.46 -1.45 -2.32
H 0.96 1.77 1.60
H -0.40 -0.19 -1.52
*
```

These are the Mulliken partial charges, in e, on atoms 1 to 4: number 1, C, carries -0.370; number 2, N, carries -0.137; number 3, O, carries -0.529; number 4, O, carries -0.384

Entry 4:
# C2H3O2Pr

A structure of composition C2H3O2Pr (ωB97M-V/def2-TZVPD, the OMol25 dataset).

Properties
- Calculated total energy: -744.646275 hartree
- ⟨S²⟩: 2.01
- Energy relative to the best compared isomer or geometry (same formula, charge and spin): 0.788 eV

ORCA input file:
```
! wB97M-V def2-TZVPD RIJCOSX def2/J DEFGRID3
* xyz 2 3
H -1.49 1.02 -1.29
C -1.62 0.25 -0.53
C -1.99 -0.35 0.46
H -2.50 -0.61 1.38
O 2.08 0.84 -0.47
O 2.49 -0.50 0.00
H 2.37 -1.07 -0.77
Pr 0.66 0.42 1.21
*
```

These are the Mulliken partial charges, in e, on atoms 1 to 4: number 1, H, carries 0.438; number 2, C, carries -0.351; number 3, C, carries -0.233; number 4, H, carries 0.499